Below is a cluster of 9 separate species, C18H36Br18 in total at a distorted geometry, with properties calculated with ωB97M-V with the def2-TZVPD basis set.

Geometry as XYZ:
```
72
Properties=species:S:1:pos:R:3
Br 16.40160 -0.34796 21.27421
Br 22.78728 8.71776 21.51557
Br 15.31992 14.07459 21.06724
Br 11.73395 15.53908 10.69165
Br 18.41197 14.70651 23.22459
Br 8.03091 5.51002 21.42673
Br 11.96610 13.71321 13.49192
Br 20.19153 1.44989 23.17357
Br 16.32758 5.90788 16.21072
Br 23.97314 3.97952 16.34307
Br 16.27385 -2.32878 11.44878
Br 26.77600 10.77852 20.37210
Br 19.78300 19.22213 16.49241
Br 19.61187 17.54108 12.18722
Br 26.95737 0.75645 18.03714
Br 17.73393 10.13656 14.89598
Br 18.73617 -0.34929 12.95822
Br 12.20636 6.15357 23.57887
C 25.35948 1.70734 17.33056
C 25.73137 3.09742 16.65155
C 12.15258 16.39308 12.48275
C 20.14445 18.71233 13.73998
C 10.86721 5.78783 22.16603
C 16.69348 7.89683 16.23975
C 24.49952 9.59648 21.63304
C 16.27677 -0.38326 11.18010
C 19.66575 17.99561 15.00947
C 17.75427 0.26956 11.28759
C 16.68158 15.79549 23.11739
C 24.97598 10.10714 20.29262
C 17.06463 8.30211 14.74908
C 9.44700 5.95089 22.78827
C 18.09223 -0.05917 22.28419
C 15.44804 14.95564 22.93199
C 18.31107 1.42822 22.43973
C 11.41910 15.66193 13.58053
H 19.61981 19.65051 13.55922
H 17.70315 1.90602 23.20800
H 21.19779 18.93777 13.57347
H 24.93392 9.38641 19.47599
H 18.26971 0.03877 10.35530
H 10.32931 15.64090 13.57482
H 16.61758 16.53298 22.31733
H 24.34512 10.41818 22.33237
H 16.54253 16.24304 24.10150
H 11.08249 4.79603 21.76842
H 11.77561 15.98160 14.55972
H 18.24365 1.99716 21.51244
H 14.57333 15.60545 22.95895
H 26.28535 3.73516 17.34039
H 24.67174 1.70105 18.17618
H 18.92801 -0.55891 21.79447
H 20.33257 17.19383 15.32662
H 24.69041 1.06018 16.76344
H 24.36775 10.99194 20.10476
H 9.31328 5.33091 23.67475
H 17.88387 7.66094 14.42375
H 15.49959 14.15709 23.67210
H 15.86926 8.46897 16.66567
H 26.34840 2.92276 15.77017
H 25.29030 8.90813 21.93126
H 18.07102 -0.46690 23.29484
H 16.29385 8.29892 13.97837
H 9.42598 7.02434 22.97628
H 17.46863 7.99765 16.99941
H 15.61785 -0.06277 11.98707
H 15.69993 -0.17368 10.27930
H 17.73126 1.35931 11.29128
H 18.64612 17.61405 15.06316
H 13.19597 16.22544 12.74982
H 11.90955 17.45556 12.49643
H 10.78679 6.51688 21.35974
```

The value obtained for the lowest unoccupied orbital energy is 0.00426 Eh. The calculation puts the frontier orbital gap at 9.986 eV. As for the total energy: -47039.59603 Eh. As for the total charge: 0. As for the maximum force: 2.45 eV Å⁻¹. The calculation puts the highest occupied orbital energy at -9.870 eV.